(1)
Below is 2 unconnected molecules or ions with the total composition CH6O2 at a distorted geometry, with properties calculated with ωB97M-V with the def2-TZVPD basis set.

```
9
Properties=species:S:1:pos:R:3:nbo_charge:R:1
C 1.643 -0.416 -0.077 -0.238
H -0.015 0.416 -0.306 0.482
H 2.583 -0.073 0.014 0.171
H 1.573 -0.955 1.013 0.138
H 1.414 -0.981 -1.012 0.175
H -2.317 -0.448 1.042 0.496
H -2.741 0.671 -0.377 0.491
O 0.816 0.689 0.091 -0.733
O -2.111 -0.206 -0.080 -0.983
```

The HOMO energy comes out at -0.352 hartree. The calculation puts the frontier orbital gap at 9.91 eV. As for the structure (SMILES): CO.O. The energy above the lowest of the compared OMol25 structures with the same formula, charge and spin is 181.1 kJ/mol. For the molar mass, the calculation gives 50.1 g mol⁻¹. The calculation puts the total energy at -192.0892 a.u. The total charge is 0.

=====

(2)
Below is a single C4H8O2Se molecule at a distorted geometry, with properties calculated with ωB97M-V with the def2-TZVPD basis set.

```
15
Properties=species:S:1:pos:R:3:nbo_charge:R:1
C 0.559 -1.269 0.296 -0.499
C -0.624 -1.196 -0.784 -0.629
C 1.168 0.018 0.624 0.149
C -1.232 1.144 0.527 -0.162
O 1.495 0.820 -0.464 -0.714
O -0.861 2.091 -0.324 -0.734
Se -2.177 -0.383 -0.006 0.335
H -0.013 -1.741 1.249 0.237
H 1.393 -1.833 -0.182 0.226
H -0.180 -0.800 -1.721 0.223
H -0.661 -2.282 -1.155 0.240
H 1.539 0.147 1.553 0.164
H -1.445 1.547 1.605 0.199
H 1.222 1.711 -0.219 0.473
H -0.185 2.025 -0.998 0.491
```

The HOMO energy (spin up / spin down) comes out at -0.275 / -0.273 hartree. The calculation puts the frontier orbital gap (spin up / spin down) at 7.97 / 8.11 eV. The energy above the lowest of the compared OMol25 structures with the same formula, charge and spin is 435.4 kJ/mol. For the molar mass, the calculation gives 167.1 g mol⁻¹. The calculation puts the total energy at -2708.9426 a.u. The total charge is 0.

=====

(3)
Below is a single C3H5N3O3 molecule at a distorted geometry, with properties calculated with ωB97M-V with the def2-TZVPD basis set.

```
14
Properties=species:S:1:pos:R:3:nbo_charge:R:1
C -0.812 0.307 -0.087 0.439
C 1.439 -0.264 0.426 0.769
C -1.118 -1.192 -0.361 -0.152
H -0.394 2.589 -0.143 0.504
H -2.536 1.219 -0.811 0.389
H 1.736 -2.238 -0.077 0.387
H -1.798 -1.306 -1.230 0.216
H -1.419 -1.778 0.551 0.226
N -1.812 1.244 -0.054 -0.277
N 0.441 0.704 0.060 -0.628
N 1.000 -1.637 0.292 -0.388
O -1.421 2.571 -0.049 -0.555
O 2.531 -0.062 0.852 -0.540
O 0.134 -1.731 -0.834 -0.391
```

The HOMO energy comes out at -0.357 hartree. The calculation puts the frontier orbital gap at 10.10 eV. As for the structure (SMILES): O=C1N=C(NO)CON1. The energy above the lowest of the compared OMol25 structures with the same formula, charge and spin is 427.6 kJ/mol. For the molar mass, the calculation gives 131.1 g mol⁻¹. The calculation puts the total energy at -507.1850 a.u. The total charge is 0.

=====

(4)
Below is a molecular structure, C13H2CdCl3N5O3S2 at a distorted geometry, with properties calculated with ωB97M-V with the def2-TZVPD basis set.

```
29
Properties=species:S:1:pos:R:3:nbo_charge:R:1
Cd -0.769 -1.259 -0.528 1.544
S -1.584 1.133 -0.987 -0.472
C -0.031 1.852 -0.921 -0.200
C 0.112 3.144 -0.412 -0.119
C 1.347 3.631 0.002 -0.210
C 1.388 4.976 0.476 0.328
N 1.413 5.999 1.000 -0.388
C 2.495 2.897 -0.224 -0.189
C 2.385 1.709 -0.945 -0.163
C 1.154 1.116 -1.238 -0.155
S 1.148 -0.465 -1.928 -0.477
C 3.788 3.388 0.111 0.318
N 4.854 3.757 0.398 -0.386
H -0.781 3.814 -0.362 0.213
H 3.316 1.234 -1.260 0.219
O -1.866 -2.867 -1.943 -0.590
N -2.461 -3.739 -1.158 0.065
C -3.234 -4.581 -1.901 -0.258
C -3.276 -4.494 -3.278 0.283
N -3.365 -4.365 -4.428 -0.357
C -3.893 -5.649 -1.241 0.296
N -4.319 -6.495 -0.557 -0.385
Cl -0.876 -1.582 4.458 0.015
C 0.378 -0.656 3.582 -0.135
Cl 0.255 1.027 4.169 0.020
Cl 2.057 -1.267 3.989 -0.014
C 0.180 -0.711 2.095 0.667
O 0.888 0.017 1.356 -0.655
O -0.705 -1.563 1.673 -0.818
```

The HOMO energy comes out at -0.082 hartree. The calculation puts the frontier orbital gap at 6.49 eV. The energy above the lowest of the compared OMol25 structures with the same formula, charge and spin is 0.0 kJ/mol. For the molar mass, the calculation gives 559.1 g mol⁻¹. The calculation puts the total energy at -3340.8842 a.u. The total charge is -2.

=====

> Which of these has the lowest total charge?

C13H2CdCl3N5O3S2